This record from the Open Molecules 2025 dataset describes a structure of composition C21H25NO3S in a non-equilibrium geometry. The level of theory is wB97M-V/def2-TZVPD.

```
51
Properties=species:S:1:pos:R:3:forces:R:3:mulliken_charge:R:1
C -1.926 3.037 0.834 6.29 -2.29 -3.40 -0.99
S -4.936 -0.964 -0.189 5.95 -2.46 -6.64 1.07
C -3.744 -1.166 1.136 -5.63 -3.34 2.36 -1.60
H 0.843 0.028 -0.638 3.75 -1.46 -1.46 -0.33
C 4.329 0.707 -0.663 -2.80 4.83 8.31 -0.47
C -1.754 1.376 -0.900 4.84 -2.24 -1.31 -0.08
H 6.173 1.885 0.020 -0.43 0.02 0.45 0.42
O -4.975 -2.225 -0.927 -0.63 0.29 1.05 -0.62
H -4.883 1.968 0.255 -0.73 -1.59 -0.59 0.41
C 2.690 1.004 -0.340 6.28 -2.77 -1.71 -1.51
H -4.543 0.389 -2.346 -3.31 1.40 -3.53 0.72
O -6.086 -0.305 0.179 -3.91 1.96 2.26 -0.59
H 4.581 0.935 -1.626 0.57 -0.36 -2.62 0.51
C -3.831 0.169 -1.718 4.11 -2.66 8.88 -1.26
H -4.346 -2.093 1.784 1.65 2.05 -1.96 0.40
H 2.423 1.160 0.617 -0.06 0.32 3.89 0.45
H -0.027 2.436 -0.217 -0.41 -0.15 0.46 0.39
C 5.094 2.033 0.251 1.06 -0.27 -8.63 -1.41
H -0.328 -3.659 -0.841 -0.88 2.58 2.46 0.17
C 2.140 -0.213 -0.852 -8.03 9.75 -8.26 0.08
H -1.235 0.603 -1.644 -0.63 2.18 1.42 0.26
H 2.434 -0.216 -2.101 -1.36 0.92 2.27 0.20
H 2.416 1.832 -0.821 -1.30 3.02 -2.47 0.71
N 2.494 -1.356 -0.558 1.49 -12.62 6.85 0.55
C -0.196 -0.849 1.196 10.55 4.48 4.14 0.97
C 4.660 -0.552 0.134 1.85 0.90 -1.85 -0.22
H -3.816 3.468 1.513 -1.12 1.69 1.13 0.45
C -3.053 1.102 -0.736 -5.86 -0.85 -2.62 0.46
H 4.972 2.047 1.227 -1.12 -0.06 4.58 0.49
C -1.090 2.220 -0.060 -1.23 0.65 -0.39 -0.04
H -1.747 0.094 2.258 0.73 -2.85 -1.99 0.01
H 4.251 -2.669 -0.071 -1.48 -0.23 0.66 0.45
H -1.368 3.718 1.265 2.47 3.53 2.76 0.61
H 4.909 3.077 -0.294 -0.15 -2.21 1.39 0.30
H -2.801 -3.147 -0.370 -0.81 -0.80 -0.99 0.65
H 4.318 -1.799 -1.608 -1.32 0.21 2.66 0.24
C 3.849 -1.728 -0.413 5.30 1.21 -5.42 -1.02
O 2.237 -3.373 0.640 -3.70 5.30 -2.71 -0.71
H 0.539 -0.225 1.903 -1.62 -1.07 -2.01 0.18
C 1.699 -2.252 0.125 1.66 -2.94 3.37 0.08
C -2.020 -2.508 -0.093 -2.24 2.68 4.18 -1.24
C -3.849 1.725 0.122 1.71 7.80 2.87 -0.33
C -1.411 -0.906 1.434 -3.30 11.73 11.21 0.68
C -2.384 -1.407 0.958 -6.43 -8.75 -9.14 0.75
H -4.077 -0.391 1.708 0.18 2.55 2.01 0.65
C 0.244 -1.738 0.426 3.11 -9.37 -5.45 -0.07
C -3.178 3.059 0.816 -6.66 -6.86 -1.61 -0.82
H -3.142 -0.646 -1.724 0.01 -0.94 -1.87 0.39
H 4.379 -0.402 1.205 0.83 0.09 -0.69 0.25
H 5.812 -0.536 -0.161 -2.04 -1.28 1.58 0.33
C -0.739 -2.744 -0.092 4.82 -1.73 -3.88 -0.97
```
Positions in Å, forces in eV/Å.

Summary:
Gap between HOMO and LUMO ... 8.88 eV
Maximum force ... 0.3220 Eh/bohr
E_tot ... -1493.2423 a.u.
HOMO level ... -9.0 eV

---

This record from the Open Molecules 2025 dataset describes a cluster of 7 separate species, C26H60B3N7O13P3S in total in a non-equilibrium geometry. The level of theory is wB97M-V/def2-TZVPD.

```
113
Properties=species:S:1:pos:R:3:forces:R:3:mulliken_charge:R:1
H -1.227 -5.404 -4.484 -0.03 0.01 -0.07 0.24
H -3.363 -5.000 -0.300 0.13 0.03 -0.04 0.22
C 5.824 3.944 6.722 0.01 -0.02 -0.14 -0.86
O 0.031 3.355 -1.506 0.17 0.11 0.16 -0.44
H -0.141 -3.635 -2.194 0.15 -0.14 0.07 -0.52
H -1.358 3.243 0.723 0.08 -0.03 -0.12 0.40
C -1.638 -1.860 2.869 -0.10 0.08 -0.37 -1.27
B -0.865 -2.305 -3.715 0.31 -0.01 0.02 0.41
N 4.922 -5.548 -0.481 0.04 0.05 -0.02 -0.39
H -6.174 4.441 3.931 0.04 0.03 0.03 0.28
C 3.377 -1.409 -2.657 -0.42 0.48 -0.20 -1.06
H -5.052 -5.229 0.099 -0.06 -0.02 0.06 0.43
P 0.283 1.764 1.685 0.71 0.44 -0.16 0.15
H 4.940 4.376 4.281 0.06 -0.02 0.06 0.18
H 1.610 7.056 4.208 -0.03 0.01 -0.05 0.22
H 1.937 -4.814 0.173 -0.04 0.01 -0.05 0.04
H -1.396 -1.321 3.781 0.03 0.00 0.15 0.40
N -1.498 -6.317 -4.150 0.07 0.15 0.17 -0.32
H -4.383 1.567 1.820 -0.10 -0.12 0.05 0.23
C -5.639 4.447 2.983 -0.07 -0.07 -0.11 -0.98
O 1.905 3.252 -3.282 -0.15 -0.31 -0.12 -0.64
O -3.108 -0.260 1.616 -0.30 -0.22 -0.47 -0.76
O 3.922 5.344 7.111 0.00 0.00 0.02 -0.61
H -0.296 4.226 -1.784 -0.20 -0.14 -0.02 0.33
H 6.345 3.499 5.875 0.01 0.00 0.01 0.30
O 0.954 4.006 3.700 0.00 0.02 -0.03 -0.51
N -0.475 1.989 -6.026 0.00 -0.04 0.02 -0.24
C -0.112 4.380 -6.256 0.18 -0.13 0.16 -0.72
O -3.883 3.006 3.739 -0.02 0.01 -0.04 -0.61
C -0.889 3.140 -6.632 0.05 -0.03 0.03 0.63
H -3.385 -0.129 0.695 0.13 0.28 0.04 0.32
B -1.901 -0.881 1.664 0.35 -0.15 0.49 0.36
H 2.940 4.827 2.059 -0.03 -0.06 -0.02 0.15
C 4.629 4.769 6.308 -0.02 0.00 -0.01 0.61
P 1.580 3.234 -1.855 0.28 0.76 -0.36 0.95
C -4.576 -3.177 -0.265 -0.02 -0.45 0.17 -0.35
O 3.671 -4.254 -1.830 -0.11 -0.07 0.06 -0.61
H 2.387 6.511 2.123 0.01 0.00 -0.01 0.46
H 3.583 5.382 4.683 -0.01 -0.01 0.01 0.17
H -0.580 0.679 3.705 -0.03 -0.01 0.29 0.52
H -0.788 5.111 -5.818 -0.05 0.02 -0.09 0.23
H -2.561 -2.413 3.048 -0.08 -0.01 0.15 0.38
N 4.378 4.838 4.970 0.03 0.03 -0.02 -0.26
C -1.612 -6.475 -2.813 0.00 -0.06 -0.15 0.67
O -1.814 3.150 -7.417 -0.03 0.01 0.00 -0.64
H -0.954 1.138 -6.264 0.03 -0.01 -0.01 0.12
H -5.677 2.538 1.178 -0.04 0.04 0.04 0.19
C 0.170 -1.652 -1.491 0.02 -0.20 -0.08 0.98
H -4.600 -4.920 -1.561 0.12 0.05 -0.15 0.25
C -0.809 -0.712 0.507 -0.02 0.13 -0.05 0.03
H -5.011 5.335 2.947 0.01 0.00 0.06 0.25
C 1.367 -0.227 3.276 0.16 0.15 0.26 -1.25
H -1.284 3.328 2.476 -0.08 -0.02 0.13 0.47
H 1.384 5.274 1.346 0.04 -0.08 0.01 0.21
H 4.148 -0.933 -3.260 0.14 0.03 0.01 0.41
C 2.499 -5.637 -0.268 0.10 -0.07 0.06 -0.49
H -6.361 4.489 2.169 -0.01 0.01 0.01 0.33
C -0.777 -1.698 -0.476 -0.13 -0.07 0.38 0.44
H 1.182 -2.835 -2.977 0.08 0.07 -0.03 -0.22
C -2.013 -7.843 -2.325 0.00 0.00 -0.11 -1.15
H 2.286 0.047 2.753 0.05 0.04 -0.09 0.35
H 0.956 -1.102 2.783 -0.09 -0.08 -0.05 0.12
H -1.235 -8.223 -1.665 -0.02 0.02 0.05 0.27
N -4.975 2.378 1.875 0.10 -0.01 -0.01 -0.30
H 6.517 4.582 7.268 -0.02 -0.01 0.05 0.26
H -1.664 -7.056 -4.807 -0.01 -0.08 0.08 0.18
H -1.911 -0.806 -4.404 0.20 -0.03 -0.42 0.25
C -1.309 2.645 1.629 -0.10 -0.14 -0.01 -0.94
C 0.404 0.956 3.338 -0.13 -0.38 -0.67 -0.64
H 4.995 -6.228 0.251 -0.04 -0.01 0.00 0.19
H -2.197 2.027 1.694 -0.05 -0.04 0.16 -0.11
H -2.433 -3.481 -3.883 0.05 -0.14 -0.11 0.35
H 0.839 1.720 3.974 -0.23 0.20 0.10 0.64
H -1.579 -3.648 -1.060 0.16 -0.07 0.11 -0.14
H 5.488 3.151 7.387 0.00 0.03 0.05 0.25
H 2.279 0.386 -4.337 0.11 0.34 0.12 0.22
N 1.045 -0.639 -1.513 0.28 0.05 0.12 0.18
C 1.051 0.329 -0.561 -0.15 0.52 0.22 0.94
H 1.879 -6.114 -1.025 -0.04 0.06 -0.02 0.12
H -1.977 -3.157 0.567 -0.02 0.13 0.16 1.08
H -4.557 -2.987 0.808 0.14 0.14 0.07 0.21
H 2.644 2.065 0.462 -0.38 0.08 0.12 0.04
O -1.566 -3.343 -4.289 -0.53 0.12 -0.05 -0.67
C -4.754 3.225 2.918 0.02 0.10 0.04 0.71
H -0.849 -2.580 2.664 0.16 -0.01 0.10 0.41
H -5.564 -2.880 -0.610 0.00 0.20 -0.13 0.54
H 0.822 5.926 5.256 0.05 0.01 0.03 0.25
H -2.164 -8.551 -3.138 0.00 -0.01 0.01 0.41
H 2.728 -6.363 0.510 -0.01 0.00 0.01 0.39
C -1.810 -2.789 -0.444 -0.37 0.05 -0.18 -0.63
H 0.278 1.961 -5.360 -0.05 0.09 0.06 0.17
O 1.722 0.387 -3.548 -0.27 -0.42 -0.44 -0.03
H 5.763 -5.200 -0.910 0.01 -0.02 0.00 0.24
N 1.268 6.128 4.375 0.04 -0.05 0.05 -0.38
C 1.379 5.125 3.472 -0.11 0.06 -0.01 0.25
C 3.736 -5.079 -0.933 -0.01 -0.06 -0.01 0.53
O -1.020 -1.006 -4.091 -0.31 0.01 0.58 -0.34
H 0.330 4.808 -7.153 -0.08 0.03 -0.03 0.26
H 3.087 4.338 -0.734 0.02 0.24 -0.11 0.32
C 0.135 0.346 0.475 -0.43 -0.11 0.25 -1.03
C -4.368 -4.660 -0.531 -0.26 -0.08 0.07 -1.07
P 2.437 1.522 -0.808 0.67 -0.54 -0.53 -0.39
H -2.937 -7.757 -1.755 0.03 0.01 0.05 0.23
S -3.383 -2.093 -1.079 -0.01 0.12 -0.21 -0.16
H 3.749 -1.585 -1.653 0.10 -0.21 0.02 0.20
O -1.400 -5.547 -2.037 -0.02 -0.11 0.03 -0.63
C 0.187 -2.671 -2.566 -0.03 0.16 -0.47 -0.76
B 2.101 -0.520 -2.640 0.23 -0.09 0.05 0.76
C 2.067 5.471 2.171 -0.02 0.15 0.06 -0.65
O 2.215 4.514 -1.108 -0.13 -0.41 0.40 -0.49
H 3.144 -2.367 -3.117 0.22 -0.20 0.13 0.38
H 0.682 4.156 -5.542 0.01 0.08 0.01 0.18
H 1.667 -0.506 4.284 -0.03 -0.16 0.06 0.43
```
Positions in Å, forces in eV/Å.

Summary:
Gap between HOMO and LUMO ... 7.28 eV
Total charge ... +1
Maximum force ... 0.0195 Eh/bohr
E_tot ... -3885.2173 a.u.
HOMO level ... -10.3 eV

---

This record from the Open Molecules 2025 dataset describes a cluster of 7 separate species, C14H28Cl14 in total in a non-equilibrium geometry. The level of theory is wB97M-V/def2-TZVPD.

```
56
Properties=species:S:1:pos:R:3:forces:R:3:mulliken_charge:R:1
H 3.154 -3.409 -2.236 -0.31 0.36 0.10 0.31
Cl 3.001 5.916 -1.840 -0.71 0.30 0.18 -0.18
H -6.714 -1.274 2.008 -0.28 0.61 -0.30 0.33
C -0.673 -3.870 3.152 -1.52 0.38 -0.71 -0.77
Cl 5.110 -4.649 -4.276 -0.71 0.30 0.33 -0.20
H 2.637 -0.448 3.493 -0.04 -0.09 -0.29 0.17
H -5.432 -1.308 3.128 0.53 0.43 -0.10 0.07
Cl 0.210 0.774 1.848 0.31 -0.01 0.57 -0.15
H -0.392 3.207 -5.478 -0.07 -0.25 -0.34 0.30
C 3.220 -2.306 4.356 -0.18 -0.88 -1.02 -0.05
H 0.381 -0.311 -1.654 0.38 -0.29 -0.07 -0.32
C 0.280 6.191 -1.142 0.32 0.92 -0.74 -0.47
H 2.781 -5.181 -4.086 0.24 -0.01 1.08 0.37
H 0.300 -4.361 3.154 -0.02 0.35 0.50 0.35
Cl -2.169 1.726 -6.188 0.36 0.48 -0.02 -0.20
H 1.915 6.627 0.141 0.15 -0.52 -0.01 0.29
H 3.008 -3.987 -5.174 0.58 0.34 -0.28 0.30
C -4.958 -0.106 1.232 0.07 -1.48 0.86 -0.56
C -1.601 2.839 -3.778 -0.33 0.15 -0.13 -0.35
H 0.383 -1.551 -0.404 -0.53 0.29 0.15 0.24
Cl 0.308 4.455 -0.952 -0.32 -0.82 -0.03 -0.09
C 0.660 -0.519 -0.621 -2.08 -0.10 0.02 0.28
C -0.099 0.569 0.136 -0.32 0.28 -0.76 0.08
H -1.356 -4.329 5.175 0.13 -0.08 -0.22 0.38
Cl -6.511 0.806 3.263 -0.32 -0.43 0.11 -0.19
Cl -0.496 1.462 -3.191 -0.79 1.48 -0.70 -0.14
C 3.337 -1.252 3.263 0.43 0.37 1.06 -0.13
Cl 4.972 -0.489 3.401 -0.24 -0.16 -0.49 -0.21
H 3.677 -2.247 -3.463 -0.08 -0.13 -0.03 0.32
H -4.657 -0.972 0.643 -0.06 -0.02 -0.01 0.27
H -2.602 2.530 -3.478 0.09 -0.14 -0.33 0.34
H -1.423 3.775 -3.248 0.65 -0.31 0.33 0.12
Cl -3.022 -2.901 4.358 0.90 -0.16 -0.10 -0.15
H -5.393 0.619 0.544 -0.36 -0.04 0.54 0.38
C -1.300 -3.469 4.508 0.49 0.08 -0.45 -0.44
C -1.461 3.127 -5.281 0.33 -1.27 0.48 -0.46
H 0.092 1.529 -0.345 0.34 -0.04 0.11 -0.15
C -5.916 -0.648 2.408 1.39 1.19 -1.21 -0.16
H 2.237 -2.774 4.304 -0.21 0.24 0.07 -0.14
Cl 2.348 -0.506 -0.404 2.03 0.39 0.10 -0.21
H -1.380 -4.546 2.671 0.16 -0.12 0.03 0.42
H -1.176 0.448 0.026 0.04 -0.42 -0.02 0.32
H -1.927 4.026 -5.682 -0.28 -0.07 0.59 0.35
C 3.006 -3.083 -3.265 0.82 -0.55 0.51 -0.37
H 1.856 7.800 -1.046 -0.70 0.00 -0.65 0.37
H 3.919 -3.137 4.259 0.22 0.26 -0.29 0.36
C 1.671 6.734 -0.916 1.16 0.31 1.26 -0.52
Cl 1.337 -2.454 -3.484 0.40 -0.52 -0.06 -0.19
H 3.181 -1.623 2.249 0.10 -0.07 0.20 0.17
Cl -0.589 -2.485 1.929 0.12 -0.80 1.11 -0.11
C 3.353 -4.258 -4.176 -0.95 0.22 -1.66 -0.52
Cl -3.363 0.603 1.765 -0.95 -0.28 0.14 -0.13
Cl 3.464 -1.666 5.961 -0.15 0.34 0.71 -0.18
H -0.445 6.577 -0.425 0.28 0.20 0.03 0.30
H -0.703 -2.703 5.003 -0.30 0.16 -0.08 0.28
H -0.040 6.480 -2.143 -0.20 -0.39 -0.04 0.28
```
Positions in Å, forces in eV/Å.

Summary:
Gap between HOMO and LUMO ... 10.67 eV
Maximum force ... 0.0426 Eh/bohr
SMILES string ... ClCCCl.ClCCCl.ClCCCl.ClCCCl.ClCCCl.ClCCCl.ClCCCl
E_tot ... -6992.8957 a.u.
HOMO level ... -10.2 eV

---

This record from the Open Molecules 2025 dataset describes a cluster of 2 separate species, C22H31N2O10P in total in a non-equilibrium geometry. The level of theory is wB97M-V/def2-TZVPD.

```
66
Properties=species:S:1:pos:R:3:forces:R:3:mulliken_charge:R:1
C -0.828 1.855 0.458 -0.09 1.33 1.13 -0.48
O -3.387 -3.229 5.373 0.06 -0.01 -1.05 -0.45
H 4.312 -2.113 -5.952 -0.34 -0.03 -0.33 0.38
C 1.671 5.968 2.332 -0.02 -0.03 0.06 0.89
O 2.572 -2.354 -2.479 -0.58 -0.20 -0.28 -0.59
C -1.871 -1.109 1.143 -0.37 0.27 0.22 0.46
C -2.526 -2.965 -0.099 0.05 0.67 -0.48 -0.25
H -4.556 -3.975 1.664 0.17 -0.18 0.06 0.34
O 2.778 0.950 -1.315 -1.12 0.51 -0.07 -0.52
C -4.387 -2.497 4.817 -1.03 1.41 0.61 0.46
H 1.088 2.789 3.233 0.11 0.19 -0.20 0.50
H 3.734 -1.030 -4.708 -0.14 0.18 -0.31 0.37
O 0.221 0.929 0.127 -0.57 0.00 -0.45 -0.34
H 3.459 6.657 1.370 -0.07 0.09 -0.14 0.40
H -5.857 -3.469 3.678 0.06 0.12 0.05 0.35
C 2.716 5.867 1.247 0.04 -0.25 0.10 -1.14
H -1.177 -3.296 -2.645 0.06 0.07 -0.03 0.47
C 4.062 -3.627 -4.122 0.24 -0.26 -0.35 -0.94
O -3.109 -3.963 -0.442 0.51 0.32 0.25 -0.62
H 2.676 -1.363 -6.130 0.08 -0.02 0.06 0.25
H 0.319 7.390 1.467 0.12 0.14 -0.05 0.32
O -1.896 -0.355 2.084 0.48 -0.27 -0.41 -0.64
H -5.302 -1.996 2.942 0.26 0.15 0.26 0.30
C -1.080 -1.076 -0.141 -1.53 -0.09 1.88 0.75
C -4.034 -3.759 2.596 0.11 0.25 0.43 -0.74
C 0.869 7.245 2.399 -0.13 -0.14 0.19 -1.21
H 1.533 8.093 2.571 -0.02 0.05 -0.18 0.37
O 1.485 5.064 3.112 0.05 0.26 0.06 -0.50
H -0.091 2.093 -2.473 -0.04 0.32 0.03 0.39
C 2.110 -2.392 -3.601 0.63 -0.09 0.38 0.67
O 0.862 2.237 -2.527 -0.03 -0.71 0.82 -0.61
H -1.919 -3.910 2.158 -0.12 0.12 -0.28 0.33
H 0.654 -1.072 -4.592 0.19 -0.07 0.06 0.47
C 0.046 -1.544 -2.540 0.72 0.04 -1.69 0.63
H -1.138 1.959 2.636 -0.17 -0.06 -0.28 0.21
H -1.825 1.418 0.411 0.20 -0.30 0.00 0.35
H 3.049 1.879 -1.349 0.28 -0.08 0.32 0.31
C 0.409 -0.411 -1.825 0.53 0.96 0.47 0.36
H 2.245 5.953 0.266 0.06 0.18 -0.01 0.30
C -0.161 -0.151 -0.584 -0.05 -0.19 -0.19 -0.04
C -1.475 -2.186 -0.854 0.17 0.13 -0.30 0.02
O 2.209 0.496 -3.714 -0.23 -0.32 -0.35 -0.66
C -0.546 2.446 1.860 0.47 -0.48 0.57 -0.39
C 0.939 2.301 2.274 -0.72 -0.02 -0.22 -1.12
H -0.794 3.512 1.895 -0.09 -0.13 -0.23 0.37
O -4.854 -1.551 5.416 0.52 -0.43 -0.28 -0.58
N 2.871 -2.959 -4.673 0.10 1.03 0.39 -0.16
H 0.158 7.182 3.220 0.02 -0.02 -0.01 0.31
C -2.669 -3.121 2.296 -0.91 -0.29 0.43 -0.77
H 0.159 -2.755 -4.306 -0.06 0.22 -0.04 0.51
C 3.409 -1.777 -5.439 0.06 -0.39 0.24 -0.92
C -0.894 -2.421 -2.071 -0.88 -1.05 0.02 -1.19
H 4.578 -4.142 -4.939 -0.23 0.05 -0.01 0.34
H 3.800 -4.368 -3.369 -0.03 0.20 0.03 0.32
H 3.214 4.902 1.315 -0.02 0.01 0.03 0.28
H 1.225 1.257 2.408 -0.03 0.05 -0.33 0.33
H -2.329 -2.554 3.164 -0.08 0.26 -0.30 0.62
P 1.612 0.800 -2.411 1.09 0.06 -1.11 1.30
H 4.774 -2.894 -3.720 -0.16 -0.18 0.27 0.35
H -3.846 -4.697 3.128 -0.11 0.03 -0.15 0.36
H 1.528 2.776 1.485 0.41 -0.14 0.37 0.07
H -2.967 -2.628 6.004 -0.19 -0.16 0.37 0.33
H -0.834 2.718 -0.225 0.39 -0.45 -0.38 0.35
C -4.952 -2.884 3.468 0.40 -1.17 -0.13 -0.48
C 0.680 -1.893 -3.876 0.47 -0.60 0.21 -1.47
N -2.723 -2.249 1.100 1.02 -0.83 0.27 0.32
```
Positions in Å, forces in eV/Å.

Summary:
Gap between HOMO and LUMO ... 8.51 eV
Maximum force ... 0.0472 Eh/bohr
SMILES string ... CCCOc1c2c(cc(CC(=O)N(C)C)c1P(=O)(O)O)C(=O)N(CCCC(=O)O)C2=O.CC(C)=O
E_tot ... -2060.2992 a.u.
HOMO level ... -9.3 eV